# C2H7NS

The molecule C2H7NS (ωB97M-V with the def2-TZVPD basis set, the OMol25 dataset).

Orbital gap, eV: 9.46
Max |F|, hartree/bohr: 0.0457
SMILES: CSCN
Energy relative to the best compared isomer or geometry (same formula, charge and spin), eV: 0.260

Each line ends with the Löwdin charge.
Element x y z (Å)
1 C 1.010 0.721 -0.849  -0.39
2 S -0.550 -0.110 -0.276  0.75
3 C -0.465 0.064 1.520  -0.61
4 N 0.585 -0.805 1.986  -0.09
5 H 0.999 1.707 -0.416  0.02
6 H 1.001 0.817 -1.955  0.04
7 H 1.899 0.168 -0.554  0.02
8 H -1.411 -0.188 1.975  0.06
9 H -0.206 1.144 1.792  0.10
10 H 1.458 -0.472 1.650  0.03
11 H 0.395 -1.710 1.507  0.07

=====

# C27H25N7NdO2Si

A structure of composition C27H25N7NdO2Si (ωB97M-V with the def2-TZVPD basis set, the OMol25 dataset).

Orbital gap (spin up / spin down), eV: 5.39 / 5.30
Max |F|, hartree/bohr: 0.0500
Net charge: +1
2S+1: 4

Each line ends with the Löwdin charge.
Element x y z (Å)
1 Nd 0.961 -1.462 0.475  1.71
2 C -1.389 -0.304 4.559  -0.08
3 C -0.361 -0.836 3.795  -0.09
4 N 0.072 -0.236 2.686  0.02
5 C -0.510 0.934 2.342  -0.20
6 C -1.552 1.444 3.130  -0.05
7 N -1.981 0.830 4.211  0.11
8 C 0.003 1.597 1.128  -0.20
9 C -0.584 2.734 0.590  0.08
10 C -0.088 3.285 -0.596  -0.10
11 C 1.012 2.649 -1.174  0.06
12 C 1.569 1.526 -0.569  -0.21
13 N 1.073 1.013 0.566  0.02
14 C 2.689 0.774 -1.161  -0.19
15 C 3.273 1.094 -2.393  -0.03
16 N 4.279 0.410 -2.893  0.12
17 C 4.734 -0.621 -2.199  -0.07
18 C 4.143 -0.993 -0.999  -0.08
19 N 3.125 -0.306 -0.477  0.01
20 C -0.713 4.466 -1.207  -0.15
21 C -1.885 5.029 -0.693  0.00
22 C -2.440 6.134 -1.319  -0.12
23 N -1.927 6.696 -2.396  0.08
24 C -0.816 6.182 -2.886  -0.12
25 C -0.169 5.086 -2.335  0.01
26 H -1.750 -0.782 5.458  0.12
27 H 0.131 -1.763 4.061  0.12
28 H -2.058 2.367 2.884  0.12
29 H -1.435 3.174 1.081  0.10
30 H 1.400 2.993 -2.113  0.11
31 H 2.915 1.906 -3.004  0.12
32 H 5.569 -1.157 -2.627  0.12
33 H 4.499 -1.845 -0.428  0.12
34 H -2.378 4.627 0.176  0.10
35 H -3.345 6.587 -0.941  0.11
36 H -0.427 6.670 -3.768  0.11
37 H 0.742 4.737 -2.789  0.11
38 O -0.342 0.736 -2.486  0.10
39 C -0.438 -0.265 -1.792  -0.61
40 O 0.460 -1.138 -1.578  -0.20
41 C -1.756 -0.513 -1.047  -0.18
42 C -2.983 -0.192 -1.618  0.03
43 C -4.138 -0.444 -0.894  -0.02
44 C -4.019 -0.995 0.375  -0.03
45 C -2.756 -1.282 0.863  -0.11
46 N -1.633 -1.051 0.178  0.02
47 H -3.013 0.242 -2.607  0.13
48 H -5.114 -0.231 -1.305  0.12
49 H -4.889 -1.204 0.977  0.12
50 H -2.634 -1.724 1.848  0.12
51 C -0.452 -5.033 1.076  -0.28
52 Si 1.341 -4.311 0.850  0.37
53 C 2.402 -5.092 2.268  -0.28
54 C 1.958 -5.081 -0.817  -0.27
55 H -0.438 -6.120 1.071  0.02
56 H -1.108 -4.713 0.266  0.00
57 H -0.916 -4.722 2.010  0.00
58 H 2.379 -6.176 2.199  0.02
59 H 2.031 -4.822 3.254  0.00
60 H 3.444 -4.785 2.222  0.00
61 H 1.806 -6.158 -0.829  0.02
62 H 3.016 -4.902 -0.994  0.01
63 H 1.413 -4.661 -1.663  0.01

=====

# C49H44AsCl2FeIN6O3S2

A structure of composition C49H44AsCl2FeIN6O3S2 (ωB97M-V with the def2-TZVPD basis set, the OMol25 dataset).

Orbital gap (spin up / spin down), eV: 5.14 / 4.10
Max |F|, hartree/bohr: 0.0795
Net charge: -1
2S+1: 6
Energy relative to the best compared isomer or geometry (same formula, charge and spin), eV: 0.000

Each line ends with the Löwdin charge.
Element x y z (Å)
1 Fe 13.224 13.465 11.418  0.68
2 Cl 10.609 8.241 15.664  0.62
3 C 11.623 9.456 14.965  -0.71
4 C 11.152 10.184 13.888  -0.07
5 C 11.912 11.207 13.279  -0.23
6 N 11.454 12.097 12.281  0.04
7 C 10.270 11.744 11.652  -0.49
8 O 10.320 11.058 10.630  0.04
9 C 9.016 12.372 12.199  -0.22
10 C 7.972 12.564 11.259  -0.03
11 C 6.834 13.222 11.630  -0.08
12 C 6.819 13.729 12.932  -0.06
13 C 7.820 13.309 13.817  -0.16
14 N 8.891 12.644 13.464  0.15
15 C 13.265 11.413 13.673  -0.22
16 C 13.713 10.566 14.732  -0.05
17 C 12.939 9.680 15.438  -0.74
18 Cl 13.470 8.903 16.868  0.63
19 N 13.986 12.334 12.920  0.02
20 C 15.274 12.569 13.442  -0.45
21 O 15.817 12.259 14.502  0.00
22 C 16.105 13.258 12.442  -0.21
23 C 17.439 13.508 12.719  0.01
24 C 18.184 14.177 11.723  -0.05
25 C 17.644 14.317 10.424  -0.07
26 C 16.364 13.761 10.189  -0.13
27 N 15.538 13.439 11.229  0.07
28 H 10.196 9.896 13.462  0.10
29 H 8.066 12.183 10.227  0.13
30 H 5.992 13.220 10.985  0.09
31 H 6.080 14.418 13.288  0.09
32 H 7.744 13.610 14.867  0.11
33 H 14.756 10.737 15.028  0.09
34 H 17.813 13.255 13.743  0.14
35 H 19.143 14.645 11.950  0.10
36 H 18.244 14.641 9.559  0.10
37 H 15.924 13.543 9.224  0.05
38 C 15.097 21.556 8.944  -0.06
39 C 14.717 20.453 9.917  -0.26
40 C 13.357 20.428 10.361  -0.02
41 C 13.013 19.643 11.459  -0.28
42 C 11.603 19.824 11.988  -0.08
43 C 13.892 18.631 11.991  -0.29
44 As 13.259 16.968 13.054  1.42
45 N 12.529 15.270 11.562  -0.17
46 C 11.581 15.666 10.706  -0.54
47 C 11.416 17.092 10.430  -0.12
48 C 10.187 17.661 10.041  -0.12
49 C 9.157 16.805 9.606  -0.12
50 C 9.373 15.393 9.719  -0.10
51 C 10.522 14.820 10.241  -0.08
52 C 11.923 17.688 14.363  -0.33
53 C 10.677 17.112 14.688  -0.26
54 C 9.854 16.279 13.738  -0.03
55 C 10.120 17.368 15.960  -0.01
56 C 10.584 18.376 16.790  -0.26
57 C 9.931 18.829 18.068  -0.06
58 C 11.783 19.006 16.410  -0.03
59 C 12.462 18.670 15.238  -0.32
60 C 13.787 19.355 15.169  -0.08
61 C 15.184 18.631 11.503  -0.30
62 C 16.235 17.675 12.011  -0.09
63 C 15.564 19.540 10.504  -0.03
64 H 15.852 21.186 8.256  0.07
65 H 15.429 22.403 9.559  0.08
66 H 14.167 21.813 8.321  0.10
67 H 12.545 21.062 9.945  0.12
68 H 11.011 20.414 11.221  0.08
69 H 11.518 20.475 12.868  0.08
70 H 11.066 18.901 12.221  0.04
71 H 12.309 17.678 10.367  0.06
72 H 10.071 18.740 9.889  0.09
73 H 8.215 17.163 9.193  0.08
74 H 8.547 14.753 9.381  0.09
75 H 10.600 13.739 10.210  0.07
76 H 9.527 16.911 12.894  0.09
77 H 8.957 15.936 14.275  0.06
78 H 10.388 15.414 13.374  0.07
79 H 9.244 16.831 16.238  0.10
80 H 9.366 18.050 18.590  0.07
81 H 9.260 19.728 17.950  0.09
82 H 10.731 19.128 18.747  0.07
83 H 12.153 19.785 17.078  0.11
84 H 14.170 19.428 14.132  0.05
85 H 14.598 18.811 15.706  0.03
86 H 13.572 20.355 15.604  0.09
87 H 16.010 16.656 11.655  0.07
88 H 16.338 17.622 13.134  -0.02
89 H 17.159 17.966 11.499  0.07
90 H 16.535 19.339 10.042  0.11
91 C 15.706 14.474 17.543  -0.06
92 O 16.358 15.744 17.126  -0.25
93 C 15.929 16.378 16.003  -1.25
94 S 16.904 17.583 15.428  0.63
95 S 14.472 15.770 15.269  0.67
96 H 16.396 14.053 18.250  0.08
97 H 15.531 13.863 16.635  0.05
98 H 14.762 14.777 17.989  0.08
99 I 13.629 15.098 8.061  0.99
100 C 13.239 13.005 8.358  -0.68
101 C 13.324 12.322 7.174  -0.18
102 C 13.591 10.980 7.201  -0.07
103 C 13.628 10.317 8.402  -0.04
104 C 13.293 11.019 9.553  -0.06
105 N 13.094 12.387 9.535  0.00
106 H 13.456 12.886 6.279  0.06
107 H 13.682 10.447 6.292  0.10
108 H 13.954 9.287 8.506  0.11
109 H 13.053 10.482 10.431  0.10

=====

# H6N2P2S

A cluster of 2 separate species, H6N2P2S in total (ωB97M-V with the def2-TZVPD basis set, the OMol25 dataset).

Orbital gap (spin up / spin down), eV: 6.82 / 6.82
Max |F|, hartree/bohr: 0.0777
Energy relative to the best compared isomer or geometry (same formula, charge and spin), eV: 1.775

Each line ends with the Löwdin charge.
Element x y z (Å)
1 N 2.219 0.237 -0.487  -0.33
2 N -2.149 -0.998 0.142  -0.38
3 P 0.979 0.568 -1.456  0.72
4 P -0.790 -0.478 0.989  0.17
5 S -0.811 1.535 0.573  0.00
6 H 2.375 -0.656 -0.116  0.00
7 H 2.464 1.013 0.224  0.10
8 H -2.157 -0.836 -0.890  0.03
9 H -2.033 -2.062 0.233  0.03
10 H 1.182 1.838 -1.512  -0.20
11 H -1.278 -0.161 2.301  -0.13

=====

# C2H3CeO2

A structure of composition C2H3CeO2 (ωB97M-V with the def2-TZVPD basis set, the OMol25 dataset).

Orbital gap (spin up / spin down), eV: 6.38 / 7.55
Max |F|, hartree/bohr: 0.1601
Net charge: +1
2S+1: 3
Energy relative to the best compared isomer or geometry (same formula, charge and spin), eV: 0.597

Each line ends with the Löwdin charge.
Element x y z (Å)
1 O -0.076 -2.809 0.233  -0.68
2 C 1.018 -0.602 0.130  -0.04
3 O 0.713 0.497 0.626  -0.11
4 C -0.476 1.262 0.213  0.02
5 H -0.118 2.161 -0.295  0.11
6 H -1.101 0.629 -0.426  0.10
7 H -0.989 1.518 1.142  0.11
8 Ce 1.029 -2.656 -1.623  1.50

=====

# C37H48N3O2

The ion C37H48N3O2 with charge +1 (ωB97M-V with the def2-TZVPD basis set, the OMol25 dataset).

Orbital gap, eV: 4.32
Max |F|, hartree/bohr: 0.1074
SMILES: COC(=O)[C@@H]1CCC/[N+]1=C1\CCCC[C@@H]1C(c1cc2c3c(c1)CCCN3CCC2)c1cc2c3c(c1)CCCN3CCC2
Net charge: +1

Each line ends with the Löwdin charge.
Element x y z (Å)
1 C 3.422 2.469 3.144  0.00
2 O 2.714 1.364 3.772  -0.01
3 C 1.890 0.701 2.949  -0.42
4 O 1.789 1.022 1.771  0.09
5 C 1.180 -0.481 3.583  -0.14
6 C 2.146 -1.676 3.699  -0.07
7 C 1.399 -2.892 3.122  -0.12
8 C -0.030 -2.448 2.823  -0.11
9 N 0.005 -0.975 2.819  0.01
10 C -1.154 -0.317 3.173  0.00
11 C -2.001 -0.955 4.215  -0.09
12 C -2.804 0.098 4.979  -0.17
13 C -3.621 1.017 4.084  -0.18
14 C -2.818 1.636 2.924  -0.11
15 C -1.275 1.151 2.667  -0.14
16 C -1.037 1.528 1.292  -0.24
17 C -1.051 0.401 0.287  -0.19
18 C -2.310 0.065 -0.213  0.02
19 C -2.559 -1.010 -1.074  -0.13
20 C -1.452 -1.720 -1.579  -0.12
21 C -0.153 -1.344 -1.159  -0.14
22 C 0.011 -0.381 -0.149  -0.02
23 C 1.045 -1.927 -1.808  -0.15
24 C 0.741 -2.860 -2.990  -0.16
25 C -0.509 -3.678 -2.704  -0.17
26 N -1.626 -2.796 -2.412  -0.10
27 C -2.910 -3.474 -2.444  -0.17
28 C -4.041 -2.468 -2.589  -0.16
29 C -3.949 -1.363 -1.517  -0.14
30 C -0.010 2.684 0.911  -0.16
31 C -0.208 3.945 1.484  -0.01
32 C 0.565 5.049 1.157  -0.16
33 C 1.609 4.901 0.213  -0.12
34 C 1.779 3.658 -0.452  -0.14
35 C 0.886 2.635 -0.170  0.00
36 C 2.861 3.529 -1.463  -0.14
37 C 4.036 4.514 -1.228  -0.16
38 C 3.479 5.912 -1.043  -0.18
39 N 2.460 5.941 -0.016  -0.09
40 C 2.174 7.290 0.428  -0.17
41 C 1.462 7.315 1.769  -0.16
42 C 0.258 6.367 1.764  -0.15
43 H 4.015 2.898 3.955  0.10
44 H 4.079 2.135 2.322  0.11
45 H 2.706 3.205 2.745  0.10
46 H 0.800 -0.162 4.574  0.17
47 H 3.055 -1.440 3.120  0.14
48 H 2.422 -1.784 4.762  0.13
49 H 1.850 -3.212 2.174  0.12
50 H 1.409 -3.730 3.834  0.12
51 H -0.460 -2.848 1.893  0.14
52 H -0.671 -2.791 3.642  0.11
53 H -2.693 -1.724 3.776  0.17
54 H -1.224 -1.395 4.880  0.15
55 H -2.173 0.682 5.665  0.13
56 H -3.529 -0.474 5.535  0.11
57 H -4.069 1.895 4.567  0.12
58 H -4.423 0.419 3.627  0.12
59 H -2.625 2.712 3.008  0.10
60 H -3.468 1.572 2.011  0.12
61 H -0.535 1.816 3.298  0.20
62 H -1.863 2.209 1.036  0.13
63 H -3.133 0.738 0.014  0.12
64 H 1.029 -0.232 0.234  0.11
65 H 1.572 -2.495 -1.026  0.12
66 H 1.728 -1.132 -2.143  0.13
67 H 1.590 -3.536 -3.144  0.11
68 H 0.582 -2.294 -3.921  0.12
69 H -0.329 -4.380 -1.864  0.13
70 H -0.795 -4.276 -3.576  0.12
71 H -2.883 -4.168 -3.293  0.12
72 H -3.056 -4.079 -1.526  0.13
73 H -4.020 -2.045 -3.604  0.12
74 H -4.987 -3.011 -2.477  0.11
75 H -4.488 -1.732 -0.631  0.12
76 H -4.502 -0.484 -1.880  0.12
77 H -1.011 4.058 2.213  0.11
78 H 0.887 1.736 -0.806  0.12
79 H 2.476 3.740 -2.477  0.13
80 H 3.238 2.498 -1.471  0.12
81 H 4.706 4.526 -2.100  0.12
82 H 4.610 4.227 -0.326  0.12
83 H 3.053 6.299 -1.989  0.14
84 H 4.267 6.609 -0.722  0.12
85 H 1.563 7.787 -0.351  0.14
86 H 3.146 7.804 0.483  0.12
87 H 2.163 7.031 2.569  0.12
88 H 1.125 8.342 1.940  0.11
89 H -0.100 6.216 2.790  0.12
90 H -0.554 6.867 1.206  0.13